# 1
Formula: C14H10ClI2N3NiOS
Source: the Open Molecules 2025 dataset
Level of theory: ωB97M-V with the def2-TZVPD basis set

ORCA input file:
```
! RIJCOSX wB97M-V def2-TZVPD def2/J DEFGRID3
* xyz 0 3
Ni -0.40 0.62 0.23
I 4.07 -1.02 -1.89
C 2.20 -1.91 -1.74
C 2.02 -3.21 -2.23
C 0.81 -3.85 -2.16
I 0.64 -5.78 -2.92
C -0.30 -3.19 -1.57
C -1.59 -3.73 -1.42
C -2.59 -3.00 -0.84
C -2.30 -1.70 -0.38
N -1.10 -1.17 -0.50
C -0.10 -1.88 -1.08
C 1.17 -1.20 -1.14
O 1.27 -0.01 -0.67
H 2.86 -3.72 -2.69
H -1.79 -4.73 -1.78
H -3.58 -3.40 -0.72
H -3.06 -1.08 0.09
Cl -0.06 1.52 3.37
C -0.07 0.14 2.15
H -0.79 -0.56 2.56
H 0.93 -0.29 2.24
S -2.36 2.27 0.51
C -0.97 3.13 0.81
N -0.94 4.32 1.47
C 0.21 4.97 1.76
C 1.40 4.45 1.36
C 1.34 3.21 0.69
N 0.22 2.61 0.42
H -1.83 4.68 1.81
H 0.11 5.90 2.30
H 2.33 4.94 1.58
H 2.24 2.69 0.38
*
```

The frontier orbital gap (spin up / spin down) comes out at 6.18 / 6.30 eV. The LUMO energy (spin up / spin down) comes out at -0.95 / -0.99 eV. Its molecular weight is 616.28 g/mol. Its expectation value of S² is 2.01. The energy comes out at -101800.6297 eV.

Results of the natural (NBO) charge analysis, in e, for atoms 1 through 8: 1.2874 0.1402 -0.2911 -0.2184 -0.1994 0.1344 -0.1116 -0.1160


# 2
Formula: C34H42BCl2N7O2S3W
Source: the Open Molecules 2025 dataset
Level of theory: ωB97M-V with the def2-TZVPD basis set

ORCA input file:
```
! RIJCOSX wB97M-V def2-TZVPD def2/J DEFGRID3
* xyz 0 3
W -0.47 -0.17 0.50
C -3.62 3.00 2.18
C -2.62 3.74 1.29
C -2.76 5.25 1.42
C -2.86 3.35 -0.16
N -1.24 3.39 1.81
C -0.91 3.73 3.11
C 0.37 3.37 3.31
N 0.83 2.80 2.14
B 2.27 2.21 2.18
N 2.37 0.88 2.99
C 3.61 0.45 3.38
C 3.48 -0.73 4.00
N 2.13 -1.05 3.98
C 1.47 -0.05 3.34
S -0.24 -0.01 3.02
C 1.55 -2.28 4.60
C 0.53 -1.89 5.67
C 2.67 -3.07 5.28
C 0.93 -3.16 3.52
N 2.90 2.01 0.78
C 3.50 3.07 0.14
C 3.78 2.69 -1.12
N 3.36 1.37 -1.25
C 2.80 0.98 -0.08
S 2.11 -0.56 0.27
C 3.39 0.72 -2.61
C 4.77 0.99 -3.22
C 3.17 -0.79 -2.59
C 2.28 1.38 -3.44
C -0.17 2.78 1.24
S -0.02 2.18 -0.38
H -4.61 3.03 1.73
H -3.69 3.44 3.18
H -3.33 1.95 2.29
H -3.74 5.54 1.03
H -1.99 5.76 0.84
H -2.71 5.59 2.45
H -3.90 3.61 -0.37
H -2.73 2.29 -0.33
H -2.21 3.89 -0.84
H -1.62 4.17 3.78
H 0.99 3.46 4.18
H 2.94 3.03 2.76
H 4.49 1.03 3.18
H 4.22 -1.37 4.43
H 0.99 -1.23 6.41
H 0.19 -2.79 6.18
H -0.33 -1.39 5.24
H 3.15 -2.49 6.07
H 3.43 -3.39 4.56
H 2.23 -3.96 5.72
H 0.14 -2.65 2.98
H 0.50 -4.05 3.99
H 1.69 -3.48 2.80
H 3.67 4.01 0.64
H 4.24 3.23 -1.92
H 5.56 0.68 -2.54
H 4.92 2.04 -3.48
H 4.86 0.42 -4.14
H 3.86 -1.29 -1.91
H 3.35 -1.14 -3.61
H 2.16 -1.06 -2.30
H 2.43 2.45 -3.52
H 1.31 1.20 -2.97
H 2.27 0.95 -4.44
Cl -4.23 -0.66 2.73
C -4.60 -0.50 1.03
C -5.89 -0.72 0.60
C -6.19 -0.67 -0.76
C -5.17 -0.42 -1.67
C -3.88 -0.19 -1.22
Cl -2.62 0.12 -2.39
C -3.53 -0.22 0.15
N -2.29 0.04 0.57
H -6.66 -0.93 1.33
H -7.20 -0.85 -1.10
H -5.36 -0.41 -2.73
O -0.24 -1.57 -1.18
C -0.52 -2.55 -0.42
O -0.78 -2.29 0.79
C -0.51 -3.94 -0.93
C 0.18 -4.25 -2.10
C 0.21 -5.55 -2.56
C -0.48 -6.54 -1.87
C -1.18 -6.24 -0.71
C -1.18 -4.94 -0.23
H 0.69 -3.45 -2.62
H 0.76 -5.80 -3.45
H -0.47 -7.56 -2.24
H -1.72 -7.01 -0.18
H -1.71 -4.68 0.69
*
```

The frontier orbital gap (spin up / spin down) comes out at 5.84 / 7.55 eV. The energy above the lowest of the compared OMol25 structures with the same formula, charge and spin comes out at 0.0 kcal/mol. The LUMO energy (spin up / spin down) comes out at 0.51 / 0.51 eV. Its molecular weight is 942.52 g/mol. Its expectation value of S² is 2.03. The energy comes out at -110524.6706 eV.

Results of the Mulliken charge analysis, in e, for atoms 1 through 8: -0.0626 -1.4651 1.5220 -1.7527 -2.2587 0.6675 -0.2303 -1.3631


# 3
Formula: C3H12O4
Source: the Open Molecules 2025 dataset
Level of theory: ωB97M-V with the def2-TZVPD basis set

ORCA input file:
```
! RIJCOSX wB97M-V def2-TZVPD def2/J DEFGRID3
* xyz 0 1
O -0.62 1.35 3.34
C -1.04 1.12 1.99
C 0.15 1.46 1.08
C -0.24 1.43 -0.41
O 0.65 1.93 -1.39
H -0.98 2.20 3.58
H -1.93 1.51 1.50
H -1.17 0.03 1.94
H 1.01 0.81 1.26
H 0.60 2.45 1.22
H -1.20 1.94 -0.58
H -0.36 0.37 -0.65
H 0.46 2.86 -1.61
O 2.49 -2.75 -5.13
H 2.14 -2.49 -5.98
H 3.27 -3.27 -5.33
O -0.77 -3.83 1.67
H -0.88 -2.93 1.44
H -1.55 -4.20 2.06
*
```

As for the SMILES: OCCCO.O.O. The frontier orbital gap comes out at 10.70 eV. The energy above the lowest of the compared OMol25 structures with the same formula, charge and spin comes out at 34.5 kcal/mol. The LUMO energy comes out at 0.71 eV. Its molecular weight is 112.12 g/mol. The energy comes out at -11494.2678 eV.

Results of the natural (NBO) charge analysis, in e, for atoms 1 through 8: -0.7016 -0.0779 -0.4482 -0.0536 -0.7175 0.4667 0.1735 0.1647


# 4
Formula: C2H5BrN
Source: the Open Molecules 2025 dataset
Level of theory: ωB97M-V with the def2-TZVPD basis set

ORCA input file:
```
! RIJCOSX wB97M-V def2-TZVPD def2/J DEFGRID3
* xyz 1 1
C 0.43 0.75 -0.28
C -0.61 -0.02 0.43
N 0.40 -0.72 -0.34
Br -2.37 -0.07 0.04
H 0.04 1.45 -1.07
H 1.14 1.05 0.39
H -0.50 -0.24 2.09
H 0.14 -1.16 -1.30
H 1.32 -1.03 0.04
*
```

The frontier orbital gap comes out at 10.42 eV. The energy above the lowest of the compared OMol25 structures with the same formula, charge and spin comes out at 58.5 kcal/mol. The LUMO energy comes out at -4.62 eV. Its molecular weight is 122.97 g/mol. The energy comes out at -73676.2945 eV.

Results of the natural (NBO) charge analysis, in e, for atoms 1 through 8: -0.2683 -0.1767 -0.5729 0.2620 0.2815 0.2451 0.2826 0.4733


# 5
Formula: C5H5N
Source: the Open Molecules 2025 dataset
Level of theory: ωB97M-V with the def2-TZVPD basis set

ORCA input file:
```
! RIJCOSX wB97M-V def2-TZVPD def2/J DEFGRID3
* xyz 0 1
C -1.57 -0.76 0.38
C -0.77 0.18 -0.54
C 0.68 0.08 -0.41
C 1.86 0.24 -0.19
C 3.09 0.72 0.21
N 4.06 1.24 0.59
H -0.96 -1.13 1.20
H -1.94 -1.63 -0.17
H -2.43 -0.24 0.81
H -0.97 1.23 -0.28
H -1.05 0.06 -1.60
*
```

As for the SMILES: CCC#CC#N. The frontier orbital gap comes out at 10.94 eV. The energy above the lowest of the compared OMol25 structures with the same formula, charge and spin comes out at 49.4 kcal/mol. The LUMO energy comes out at 0.57 eV. Its molecular weight is 79.10 g/mol. The energy comes out at -6753.7659 eV.

Results of the natural (NBO) charge analysis, in e, for atoms 1 through 8: -0.5989 -0.4983 0.1739 -0.1833 0.2296 -0.2721 0.2225 0.2169


# 6
Formula: C12H30F2N7O10S2Tl
Source: the Open Molecules 2025 dataset
Level of theory: ωB97M-V with the def2-TZVPD basis set

ORCA input file:
```
! RIJCOSX wB97M-V def2-TZVPD def2/J DEFGRID3
* xyz 2 1
Tl 0.17 -1.30 -0.96
N -2.03 -3.15 -0.80
S -3.46 -3.24 -0.85
O -4.19 -3.60 0.39
O -4.11 -3.48 -2.10
F -3.54 -1.62 -0.72
S -1.90 -4.84 -0.80
O -2.24 -5.62 -1.98
O -1.88 -5.52 0.46
F -0.33 -4.80 -1.10
O -1.63 0.36 -2.57
C -2.27 0.92 -3.42
N -2.47 0.29 -4.53
C -2.86 2.31 -3.14
H -2.31 -0.70 -4.46
H -2.98 0.67 -5.32
H -2.17 2.96 -2.59
H -3.75 2.17 -2.53
H -3.08 2.87 -4.05
O 3.05 -0.82 -0.92
C 4.27 -0.66 -1.12
N 4.77 -0.03 -2.14
C 5.26 -1.46 -0.23
H 4.11 0.32 -2.82
H 5.74 0.22 -2.29
H 6.25 -1.10 -0.52
H 5.18 -2.54 -0.36
H 5.05 -1.26 0.82
O -0.81 -1.78 1.72
C -1.35 -1.94 2.84
N -0.64 -2.52 3.81
C -2.91 -1.82 2.97
H -1.01 -2.11 4.66
H 0.36 -2.65 3.72
H -3.09 -0.77 2.73
H -3.31 -1.97 3.97
H -3.40 -2.33 2.14
O 1.40 -0.09 1.41
C 2.38 0.36 2.04
N 3.31 1.01 1.47
C 2.58 -0.16 3.46
H 4.04 1.39 2.05
H 3.20 1.11 0.47
H 2.29 0.68 4.10
H 3.60 -0.54 3.47
H 1.85 -0.93 3.72
O -1.56 0.62 0.36
C -1.66 1.72 0.88
N -1.97 2.80 0.17
C -1.60 2.01 2.37
H -1.94 3.74 0.55
H -2.18 2.69 -0.81
H -2.53 2.50 2.66
H -0.82 2.72 2.62
H -1.46 1.18 3.07
O 1.39 1.38 -1.49
C 1.17 2.54 -1.49
N 0.60 2.99 -2.52
C 1.64 3.40 -0.39
H 0.03 2.37 -3.07
H 0.58 3.98 -2.74
H 2.72 3.40 -0.22
H 0.99 3.22 0.46
H 1.45 4.47 -0.50
*
```

The frontier orbital gap comes out at 2.97 eV. The energy above the lowest of the compared OMol25 structures with the same formula, charge and spin comes out at 110.1 kcal/mol. The LUMO energy comes out at -11.89 eV. Its molecular weight is 738.92 g/mol. The energy comes out at -75613.1570 eV.

Results of the natural (NBO) charge analysis, in e, for atoms 1 through 8: 1.1896 -0.9751 2.3827 -0.7540 -0.7741 -0.5242 2.2926 -0.7696